# 1
A 2-piece molecular cluster, C3H8IN2O overall, computed with wB97M-V/def2-TZVPD.

Last column: natural (NBO) charge in e.
Cartesian coordinates (Å):
I (0.3325, 3.6132, 3.2642)  0.067
O (-0.4274, 2.0638, 1.5797)  -0.514
N (-1.8528, -0.1930, -0.7109)  -0.666
N (1.0156, 2.5304, -0.0778)  -0.814
C (-0.6500, -0.2593, -0.2004)  0.272
C (-0.3005, -1.0203, 0.9872)  -0.732
C (0.0645, 1.8584, 0.4777)  0.590
H (-2.1793, 0.5227, -1.3702)  0.431
H (-0.5840, -0.3211, 1.8223)  0.298
H (1.4640, 2.2838, -1.0408)  0.450
H (-2.6237, -0.7122, -0.4175)  0.419
H (0.7186, -1.3459, 0.9142)  0.264
H (0.1412, 0.0994, -0.8868)  0.225
H (1.5578, 3.0646, 0.6762)  0.439
H (-0.8316, -1.9692, 1.1279)  0.273

HOMO energy (spin up / spin down) ... -12.79 / -12.69 eV
Energy relative to the best compared isomer or geometry (same formula, charge and spin) ... 61.8 kcal per mole
Orbital gap (spin up / spin down) ... 6.89 / 7.34 eV
Charge ... +1
Maximum force ... 0.059 hartree/bohr
LUMO energy (spin up / spin down) ... -5.9 / -5.4 eV



# 2
C35H38BF3O4 as an isolated structure, computed with wB97M-V/def2-TZVPD.

Last column: Mulliken charge in e.
Cartesian coordinates (Å):
F (2.0020, -1.0611, 6.7127)  -0.236
F (0.5590, -0.8305, 8.3618)  -0.283
F (1.3711, 0.9510, 7.3934)  -0.291
O (-4.0801, -1.6359, 3.0125)  -0.695
O (3.6089, 1.3568, 4.9530)  -0.449
O (-3.8670, 0.7029, 2.7027)  -0.584
O (1.5529, 2.4446, -3.7424)  -0.465
C (-1.6789, -2.3348, 1.1984)  -1.299
C (3.3200, 5.4823, -2.5886)  -0.587
C (-5.4429, -1.3183, 4.9472)  -1.791
C (-0.3780, -0.2037, 0.9298)  0.462
C (2.1452, 4.4107, -4.8878)  -0.550
C (3.9715, 2.7505, 5.1424)  -0.900
C (-5.3289, -1.0839, 3.4377)  1.518
C (-6.0756, 0.8302, 1.8046)  -2.137
C (1.6060, -0.6930, 2.6635)  0.018
C (-5.6017, 1.4244, 4.1659)  -1.720
C (-2.1240, -0.4857, 4.1361)  1.158
C (0.0719, 0.5678, -0.3104)  -0.819
C (1.0064, 1.8568, -2.5948)  0.238
C (2.1342, 3.7054, -3.6844)  0.534
C (1.0927, 1.5895, 2.2642)  -0.146
C (-0.9327, -1.5277, 5.9923)  -1.080
C (2.7487, 4.2122, -2.5390)  -0.243
C (-5.2400, 0.4753, 3.0186)  1.772
C (2.0432, 2.0306, 3.1925)  -0.847
C (2.5598, -0.3196, 3.6579)  -0.765
C (2.7686, 1.0460, 3.9291)  0.644
C (3.2735, 6.2410, -3.7638)  -0.514
C (-1.8676, -1.5896, 4.9699)  -0.963
C (-0.1577, 1.9201, -0.4866)  0.528
C (-0.4682, 0.7730, 5.4161)  -0.848
C (-1.4290, 0.7141, 4.4127)  -0.471
C (0.3385, 2.6019, -1.6159)  -0.911
C (0.7875, 0.2330, 2.0130)  0.280
C (-0.2059, -0.3530, 6.1703)  0.218
C (1.0914, 0.4568, -2.5183)  -1.001
C (2.6775, 5.7061, -4.9159)  -0.405
C (-6.4423, -1.8617, 2.7769)  -1.883
C (0.6838, -0.1604, -1.3374)  -0.519
C (-1.6251, -0.8770, 0.7844)  0.326
C (0.9354, -0.3218, 7.1573)  0.751
B (-3.3387, -0.4755, 3.1662)  1.385
H (-6.6519, 1.2787, 4.4735)  0.351
H (0.1126, -1.1856, 0.7922)  0.388
H (3.6887, 7.2528, -3.7954)  0.352
H (1.6931, 3.9540, -5.7801)  0.375
H (0.2731, 3.7087, -1.6760)  0.481
H (3.1368, 3.3046, 5.6093)  0.303
H (2.6354, 6.2809, -5.8468)  0.350
H (0.8480, -1.2311, -1.2263)  0.402
H (-6.3992, -2.9048, 3.1264)  0.457
H (2.2489, 3.1105, 3.3437)  0.394
H (0.0647, 1.6983, 5.6148)  0.408
H (-1.1312, -2.4921, 2.1382)  0.278
H (0.5275, 2.3882, 1.7786)  0.271
H (4.2642, 3.2312, 4.1906)  0.367
H (-2.5677, -0.5584, 0.2526)  0.492
H (-7.1466, 0.7380, 2.0216)  0.365
H (-0.7604, -2.3621, 6.6613)  0.458
H (-2.7085, -2.6705, 1.3079)  0.280
H (2.7610, 3.6361, -1.6172)  0.523
H (-5.4835, 2.4628, 3.8150)  0.430
H (-1.2208, -2.9953, 0.4384)  0.391
H (-1.6170, 1.6162, 3.8293)  0.407
H (-4.6122, -0.8622, 5.4975)  0.249
H (3.1471, -1.0680, 4.2108)  0.375
H (-2.3882, -2.5319, 4.8177)  0.468
H (4.8236, 2.7114, 5.8223)  0.279
H (-7.4229, -1.4538, 3.0818)  0.361
H (-6.3807, -1.8544, 1.6774)  0.308
H (-4.9411, 1.2696, 5.0388)  0.255
H (-5.4090, -2.4030, 5.1044)  0.467
H (-5.8776, 1.8715, 1.5352)  0.530
H (1.4890, -1.7603, 2.4815)  0.371
H (-5.8227, 0.1898, 0.9561)  0.355
H (3.8102, 5.8845, -1.7052)  0.359
H (1.5637, -0.1153, -3.3395)  0.390
H (-6.3999, -0.9442, 5.3283)  0.398
H (-0.7404, 2.4965, 0.2305)  0.618
H (-1.4195, 0.1017, 1.6793)  -0.740

HOMO energy ... -7.24 eV
Energy relative to the best compared isomer or geometry (same formula, charge and spin) ... 131.2 kcal per mole
Orbital gap ... 7.71 eV
Maximum force ... 0.196 hartree/bohr
LUMO energy ... 0.5 eV



# 3
C16H19N3O3ReSi as an isolated structure, computed with wB97M-V/def2-TZVPD.

Last column: natural (NBO) charge in e.
Cartesian coordinates (Å):
Re (0.2830, -0.2837, -0.9790)  1.647
Si (-1.8054, 1.5094, -3.2718)  1.845
O (-0.9028, 0.5283, -1.9563)  -0.807
O (2.0576, -0.0515, -1.3466)  -0.597
O (5.4091, -0.7656, 1.1810)  -0.611
N (-1.0489, -1.3729, 0.2083)  -0.495
N (2.7577, -0.8877, 0.6400)  -0.385
N (1.4175, -1.1000, 0.6450)  -0.326
C (6.9760, 0.7842, -1.6418)  -0.084
C (3.1043, -0.2991, -0.4727)  0.578
C (4.4086, 0.0680, -0.8671)  -0.217
C (5.5132, -0.1909, -0.0077)  0.414
C (0.8366, -1.7739, 1.5713)  0.152
C (-2.3546, -1.4945, -0.0971)  0.108
C (-0.7578, 1.1711, -4.7521)  -1.162
C (5.8920, 1.0427, -2.5038)  -0.237
C (-3.2376, -2.1668, 0.7274)  -0.211
C (-3.4636, 0.6908, -3.2524)  -1.167
C (-2.7721, -2.7384, 1.8994)  -0.075
C (-1.4241, -2.6241, 2.2203)  -0.170
C (6.7967, 0.1819, -0.4224)  -0.262
C (-0.5899, -1.9390, 1.3631)  0.145
C (-1.7225, 3.2160, -2.5772)  -1.160
C (4.6325, 0.6905, -2.1213)  -0.135
H (-3.4141, -0.3660, -3.5194)  0.260
H (-0.8051, 0.1295, -5.0704)  0.267
H (-0.7030, 3.5198, -2.3366)  0.265
H (-2.6818, -1.0419, -1.0216)  0.238
H (3.7890, 0.8786, -2.7701)  0.223
H (4.4909, -0.9873, 1.4018)  0.509
H (-1.1267, 1.7828, -5.5805)  0.284
H (0.2868, 1.4471, -4.6007)  0.260
H (1.3760, -2.1987, 2.4095)  0.259
H (7.9745, 1.0658, -1.9490)  0.245
H (-1.0232, -3.0643, 3.1228)  0.267
H (-2.0912, 3.9181, -3.3304)  0.283
H (-4.2766, -2.2371, 0.4394)  0.271
H (-2.3443, 3.3325, -1.6896)  0.267
H (-3.9751, 0.8082, -2.2961)  0.256
H (7.6249, -0.0198, 0.2419)  0.256
H (-3.4445, -3.2722, 2.5574)  0.268
H (-4.0949, 1.1704, -4.0062)  0.289
H (6.0655, 1.5160, -3.4590)  0.244

2S+1 ... 2
HOMO energy (spin up / spin down) ... -14.09 / -14.09 eV
Energy relative to the best compared isomer or geometry (same formula, charge and spin) ... 1.1 kcal per mole
Orbital gap (spin up / spin down) ... 5.27 / 5.14 eV
Charge ... +2
Maximum force ... 0.009 hartree/bohr
LUMO energy (spin up / spin down) ... -8.8 / -8.9 eV



# 4
One molecule with the formula CH4N2O2S3, computed with wB97M-V/def2-TZVPD.

Last column: natural (NBO) charge in e.
Cartesian coordinates (Å):
S (-0.7384, 0.7988, 0.7538)  1.464
S (1.3684, -0.5547, -2.7229)  -0.068
S (-1.4596, -1.3111, -1.3590)  0.120
O (-2.0587, 0.2347, 1.0339)  -0.976
O (1.5456, 1.2080, -0.8286)  -0.574
N (0.7731, 0.1412, -1.4168)  -0.197
N (0.2495, -0.0387, 1.8769)  -1.049
C (-0.2812, -0.2132, -0.6939)  -0.207
H (-2.5006, -0.8503, -0.6319)  0.185
H (-0.2973, -0.7945, 2.1608)  0.396
H (0.8626, 0.4197, 2.5168)  0.406
H (2.5367, 0.9600, -0.6892)  0.500

HOMO energy (spin up / spin down) ... -8.07 / -8.07 eV
Energy relative to the best compared isomer or geometry (same formula, charge and spin) ... 36.4 kcal per mole
Orbital gap (spin up / spin down) ... 7.61 / 7.61 eV
Maximum force ... 0.053 hartree/bohr
LUMO energy (spin up / spin down) ... -0.5 / -0.5 eV



# 5
A 2-piece molecular cluster, C3Cl3F3O overall, computed with wB97M-V/def2-TZVPD.

Last column: natural (NBO) charge in e.
Cartesian coordinates (Å):
Cl (2.3059, 1.4651, 0.2942)  -0.008
Cl (-0.8407, -2.6446, -0.6100)  0.057
Cl (-2.6160, -0.1865, 0.4396)  0.079
F (-1.4898, -1.7383, 2.2295)  -0.284
F (-0.6360, 0.1967, 1.8925)  -0.295
F (0.8020, 2.2295, -1.6475)  -0.314
O (2.4501, 1.0540, -2.3277)  -0.492
C (1.8905, 1.4937, -1.4108)  0.814
C (-1.1528, -0.8600, 1.2896)  0.588
C (-0.7132, -1.0095, -0.1495)  -0.145

HOMO energy ... -9.94 eV
Energy relative to the best compared isomer or geometry (same formula, charge and spin) ... 67.8 kcal per mole
Orbital gap ... 9.13 eV
Maximum force ... 0.033 hartree/bohr
LUMO energy ... -0.8 eV



# 6
One molecule with the formula C5H14NOP, computed with wB97M-V/def2-TZVPD.

Last column: natural (NBO) charge in e.
Cartesian coordinates (Å):
P (0.9805, 0.1338, -0.3243)  1.694
O (0.4052, -1.3765, -0.2777)  -0.828
N (-0.5454, 0.6807, -1.1303)  -1.013
C (-0.4733, -2.0137, 0.5993)  -0.063
C (-0.5683, 2.2066, -1.3499)  -0.444
C (0.9424, 0.5981, 1.4399)  -1.053
C (-1.9289, -1.4753, 0.6527)  -0.625
C (2.5240, 0.4814, -0.9157)  -0.703
H (3.2738, 0.3710, -0.0553)  0.137
H (0.0963, -2.2358, 1.5232)  0.183
H (-0.0045, 1.2456, 1.4999)  0.273
H (-0.9252, 0.0197, -1.8090)  0.370
H (0.3817, 2.5975, -1.5260)  0.186
H (1.1901, -0.3091, 1.9690)  0.221
H (-1.8481, -0.4719, 0.8495)  0.218
H (-0.6781, -3.1576, 0.3293)  0.181
H (2.8271, 0.1892, -1.8801)  0.208
H (-1.0506, 2.5426, -0.4938)  0.190
H (-1.2542, 2.3016, -2.1357)  0.197
H (1.5726, 1.3709, 1.6747)  0.246
H (-2.4925, -1.7162, -0.2007)  0.214
H (-2.4246, -1.9827, 1.5611)  0.209

2S+1 ... 3
HOMO energy (spin up / spin down) ... -2.85 / -9.09 eV
Energy relative to the best compared isomer or geometry (same formula, charge and spin) ... 83.5 kcal per mole
Orbital gap (spin up / spin down) ... 4.03 / 7.03 eV
Maximum force ... 0.138 hartree/bohr
LUMO energy (spin up / spin down) ... 1.2 / -2.1 eV



# 7
C6H9KNaO2 as an isolated structure, computed with wB97M-V/def2-TZVPD.

Last column: natural (NBO) charge in e.
Cartesian coordinates (Å):
K (-0.4322, 2.5807, -1.7205)  0.969
Na (2.9944, 3.0209, 1.3908)  0.965
O (-2.4561, 1.3142, -1.6821)  -1.020
O (1.8446, 1.9237, -0.0798)  -0.939
C (2.3284, 0.7101, 0.0509)  0.115
C (-2.5554, 0.0001, -1.3874)  0.153
C (1.7580, -1.2237, 1.4828)  -0.418
C (-2.5981, -0.5465, 0.0159)  -0.471
C (-1.3566, -0.8747, -0.7860)  -0.522
C (2.3825, 0.0184, 1.2615)  -0.353
H (2.4177, 0.1553, -0.8996)  0.130
H (1.8491, -1.9927, 0.7095)  0.190
H (-3.1471, -0.5845, -2.1143)  0.115
H (1.7015, -1.6206, 2.4989)  0.181
H (-2.4824, 0.1717, 0.8313)  0.198
H (-0.3903, -0.3677, -0.8127)  0.184
H (2.6455, 0.5768, 2.1719)  0.135
H (-1.2215, -1.8900, -1.1711)  0.191
H (-3.2819, -1.3717, 0.2401)  0.199

2S+1 ... 2
HOMO energy (spin up / spin down) ... -5.64 / -5.67 eV
Energy relative to the best compared isomer or geometry (same formula, charge and spin) ... 22.3 kcal per mole
Orbital gap (spin up / spin down) ... 4.02 / 3.99 eV
Maximum force ... 0.046 hartree/bohr
LUMO energy (spin up / spin down) ... -1.6 / -1.7 eV



# 8
A 2-piece molecular cluster, C2H5F2N overall, computed with wB97M-V/def2-TZVPD.

Last column: natural (NBO) charge in e.
Cartesian coordinates (Å):
F (1.4591, 0.9826, 0.5019)  -0.339
F (-1.8730, 0.1798, 0.4006)  -0.346
N (0.5855, -1.0718, 0.6273)  -0.830
C (-0.8125, 0.9207, 0.0270)  -0.015
C (0.4930, 0.1403, 0.0881)  0.588
H (0.7856, -0.4967, -2.0806)  -0.277
H (-0.7361, 1.7707, 0.7735)  0.168
H (-0.2150, -1.7209, 0.4121)  0.432
H (-1.0630, 1.4379, -0.8224)  0.193
H (1.6224, -1.3605, 0.7153)  0.426

HOMO energy (spin up / spin down) ... -8.66 / -7.31 eV
Energy relative to the best compared isomer or geometry (same formula, charge and spin) ... 111.7 kcal per mole
Orbital gap (spin up / spin down) ... 9.36 / 7.32 eV
Maximum force ... 0.066 hartree/bohr
LUMO energy (spin up / spin down) ... 0.7 / 0.0 eV



Q: The highest energy relative to the best compared isomer or geometry (same formula, charge and spin) belongs to which entry?
A: C35H38BF3O4